Below is 7 unconnected molecules or ions with the total composition C9H25Cl2F6N3O7S in a non-equilibrium geometry, with properties calculated with ωB97M-V/def2-TZVPD.

Geometry as XYZ:
```
53
Properties=species:S:1:pos:R:3:forces:R:3
N 0.43037 -0.55308 -0.70866 0.774 0.463 -0.670
H 0.31344 -1.51605 -0.98999 0.187 -2.124 -0.921
H 1.36150 -0.39228 -0.35197 0.217 0.173 -0.301
H -0.19858 -0.60220 0.08008 -1.484 0.041 1.547
H 0.16061 0.12773 -1.40424 -0.068 0.122 -0.041
N 2.13099 -3.88087 1.13326 0.715 -1.579 0.373
H 1.38074 -3.65675 0.49530 -2.179 0.654 -2.381
H 2.65739 -4.63409 0.71415 0.294 -0.055 -0.355
H 1.69633 -4.28251 1.95170 0.116 0.559 0.640
H 2.68423 -3.04056 1.22205 0.291 0.739 0.784
N -0.91896 -0.26604 3.64008 -0.736 0.669 1.530
H -1.46086 0.56661 3.82209 0.075 0.438 -0.243
H 0.07092 -0.07395 3.58227 1.106 0.229 0.500
H -1.08201 -0.61012 2.70461 -1.046 -1.450 -2.788
H -1.22337 -0.93385 4.33397 0.412 -0.448 0.026
C 4.22804 0.95936 2.34755 -0.897 -1.005 0.247
F 4.31196 0.60433 3.64957 0.667 0.209 -0.736
F 4.20581 2.29417 2.27947 0.183 -0.857 -0.223
F 5.27163 0.45294 1.62991 -1.201 0.841 1.059
S 2.57882 0.16691 1.73765 -0.167 -0.776 -1.438
O 2.91418 -1.26045 1.45547 -0.158 2.054 0.810
O 1.54582 0.32786 2.78303 1.717 0.196 -0.839
O 2.32439 0.92113 0.49515 0.473 -0.334 1.614
O 0.21528 -3.32517 -0.90391 -0.197 0.267 1.372
C -1.05907 -3.61458 -0.30754 1.922 2.551 0.333
C -1.29251 -2.77225 1.09995 -0.114 -0.978 -1.035
O -1.26291 -1.36702 1.11924 0.024 -0.291 0.178
H -1.09747 -4.70101 -0.22817 -0.631 -0.214 0.799
H -1.85085 -3.27797 -0.97679 -0.421 -0.064 -0.170
H -0.58184 -3.17476 1.82177 0.865 -0.303 0.360
H -2.22659 -3.18178 1.48452 -0.736 0.099 0.062
C 2.03000 3.64285 -1.27550 0.677 -0.014 -0.791
C 1.66376 2.74507 -2.46611 1.112 0.461 1.052
O 0.42591 3.24405 -3.00693 -0.809 -0.242 -0.193
C -0.66505 2.58230 -2.73679 -0.956 -0.928 1.139
O -0.75116 1.50107 -2.17806 -0.191 1.512 -0.939
C -1.98925 3.33492 -3.16872 -1.176 1.538 0.795
F -1.79298 4.71925 -3.30309 -0.330 -2.448 0.648
F -2.40730 2.89749 -4.33974 0.156 -0.195 -0.195
F -3.05542 3.10700 -2.27120 2.668 0.671 -1.507
H 1.40093 3.45950 -0.40442 -0.124 0.145 -0.212
H 2.05149 4.68168 -1.60484 -0.378 0.084 0.239
H 3.05635 3.42797 -0.97793 -0.003 -0.247 0.075
H 1.66869 1.72754 -2.07533 -0.658 -0.085 -0.537
H 2.36319 2.81292 -3.29934 0.039 0.086 0.207
Cl -4.63304 -1.59217 -1.76806 -0.540 -0.079 -0.252
C -3.48402 -0.29971 -1.41755 0.570 0.623 0.557
C -3.89500 0.52135 -0.18744 1.237 -0.751 0.075
Cl -5.11037 1.73692 -0.59098 -0.585 -0.161 0.277
H -3.36250 0.37769 -2.26280 -0.197 -0.304 -0.121
H -2.55107 -0.83744 -1.24857 0.047 0.332 0.300
H -3.05810 1.06954 0.24522 0.280 0.059 -0.556
H -4.13249 -0.16351 0.62661 -0.839 0.116 -0.155
```
Forces are in eV/Å.

Results
* energy: -80724.6378 eV
* maximum force: 3.312 eV/Å
* LUMO energy: -0.13 eV
* frontier orbital gap: 6.7 eV
* multiplicity: 1